[1]
108
Properties=species:S:1:pos:R:3:mulliken_spin:R:1 method="wB97M-V/def2-TZVPD" s_squared=9.104 e_above_lowest_ev=0.000 total_charge=+2 homo_lumo_gap_ha="0.22372 / 0.23917" multiplicity=6 e_homo_ev="-12.0915 / -12.8323"
Ge -0.28788 2.04190 -0.38574 -0.160
Mn 0.04884 -0.37340 -0.85944 4.189
S 3.30884 -1.26940 -0.32072 0.008
O 1.97462 -0.63943 -0.72254 -0.045
N 0.51215 -0.38203 4.96326 -0.001
N 1.01412 -0.83953 2.53905 -0.016
N -1.46692 -1.30787 -0.63387 0.002
C 1.17472 -1.73348 4.85250 0.000
C 5.56558 -1.31927 -2.19085 0.001
C 4.55429 -0.47900 -1.38818 0.000
C -1.30134 -4.43058 -1.22999 0.033
C 1.46485 -2.81415 -2.69829 0.042
C -0.06526 3.14912 -5.01849 0.000
C 1.65492 0.41754 2.93203 -0.006
C 3.74823 3.18615 0.16349 0.009
C -2.63506 -1.71339 -0.26004 0.324
C -2.98694 3.48396 2.52240 0.001
C -1.74492 2.95449 0.50427 -0.060
C -1.98994 2.76873 1.86980 -0.041
C 2.54931 4.14005 2.01600 0.007
C -0.46921 1.87693 -4.64512 0.015
C -0.56365 1.56234 -3.29354 0.058
C 1.36505 3.58727 1.53152 -0.024
C 5.31615 -1.25968 -3.69980 0.000
C -0.46621 -3.83959 1.09284 0.000
C 1.42933 0.69972 4.44068 -0.001
C 1.35752 2.81739 0.36613 -0.015
C -3.76647 -0.06412 -2.72614 0.044
C -4.97307 1.32027 -1.00784 0.003
C 3.18197 -3.00252 -0.74953 0.006
C 0.23903 4.09739 -4.04578 0.001
C 1.53598 -1.93838 3.35689 0.010
C -0.24853 2.49266 -2.29876 -0.105
C -1.69191 -4.12382 0.22091 0.053
C 0.15312 3.77183 -2.69798 0.017
C -5.06660 -2.51745 0.87614 0.251
C -0.78212 -0.38264 4.18924 0.000
C -2.53118 3.86591 -0.19943 -0.022
C -4.98870 -1.27278 0.24230 -0.116
C 3.74268 3.93459 1.33674 -0.014
C -3.80524 0.37122 -1.24845 0.071
C -3.75022 4.40390 1.81201 -0.006
C -3.97978 -3.40889 0.85312 -0.056
C -2.78052 -3.07192 0.29216 0.194
C -0.43627 -0.73769 2.72212 0.095
C 2.56449 2.63241 -0.31375 -0.003
C -3.51978 4.59479 0.45552 0.003
C -3.83608 -0.86118 -0.37863 0.126
C 2.72861 -3.46368 -2.13255 -0.006
H -0.83375 0.02138 2.05294 -0.029
H 1.12207 -2.87843 3.00183 0.000
H -5.92585 0.86099 -1.28614 0.001
H 2.72130 0.35815 2.71958 0.003
H 0.54936 5.09295 -4.34084 0.000
H 2.61654 -1.97709 3.23387 0.000
H 0.41174 4.51715 -1.95166 0.001
H 5.05937 0.18075 -0.68343 0.000
H 0.94518 1.65601 4.62480 0.000
H -5.03060 1.64405 0.03427 0.000
H 0.00198 3.40772 -6.06850 0.000
H -2.89662 -0.68638 -2.94453 -0.003
H 2.55378 -4.53629 -2.02170 0.000
H -1.43967 -1.10882 4.66041 0.001
H -3.72893 0.81574 -3.37384 0.003
H 6.55573 -0.91515 -1.98569 0.000
H -2.87997 0.90130 -1.04054 0.017
H 4.28753 -1.51452 -3.95688 0.000
H -4.66386 -0.63517 -2.97805 -0.008
H -2.18180 -4.67694 -1.82675 -0.005
H -0.81090 -3.57605 -1.69431 0.006
H 4.65978 4.38172 1.70236 0.000
H -2.14528 -5.02791 0.62896 0.000
H 2.53476 4.75613 2.90910 0.000
H 3.94304 0.14847 -2.03774 -0.001
H -5.86956 -0.64322 0.20954 0.005
H -4.85481 2.20947 -1.62789 0.000
H -4.11459 5.31142 -0.09837 0.000
H -4.09860 -4.39802 1.28267 0.003
H -1.22160 0.60643 4.29684 0.001
H 2.04241 -1.72473 5.50547 0.000
H 2.34204 0.65054 5.02850 0.000
H 0.04248 -2.92642 0.79284 0.070
H 4.67229 3.06109 -0.39150 0.000
H 4.16245 -3.40748 -0.47911 0.001
H -0.89100 -1.68496 2.43645 -0.017
H -2.36406 4.02657 -1.26050 0.000
H 2.56989 2.08411 -1.25069 0.007
H -0.75718 -3.75152 2.14645 -0.003
H -1.38418 2.06585 2.44090 0.023
H -5.99240 -2.81872 1.35103 0.003
H 2.48138 -3.34070 0.02167 0.001
H 0.43484 3.79027 2.05333 -0.001
H -4.52040 4.97354 2.31780 0.000
H -0.72677 1.14349 -5.40085 0.000
H 1.25208 1.22568 2.32861 0.006
H 1.16734 -3.32253 -3.61547 0.008
H 5.60062 -2.34895 -1.83853 0.000
H -0.95254 0.58765 -3.04086 0.040
H 3.54242 -3.37027 -2.84427 0.000
H -3.16036 3.34070 3.58400 0.000
H -0.62175 -5.28527 -1.26648 0.001
H 0.23517 -4.67459 1.01711 -0.004
H 0.46372 -2.46782 5.22452 0.000
H 5.97800 -1.94119 -4.23515 0.000
H 0.62978 -2.89203 -1.99514 0.012
H 1.62058 -1.76305 -2.94298 -0.012
H 0.31069 -0.19635 5.94228 0.000
H 5.50612 -0.25346 -4.07546 0.000


[2]
27
Properties=species:S:1:pos:R:3:lowdin_charge:R:1 method="wB97M-V/def2-TZVPD" e_above_lowest_ev=0.552 homo_lumo_gap_ha="0.30448 / 0.30694" e_homo_ev="-8.0117 / -8.0553"
F -2.81472 -0.24499 1.04780 -0.026
C -3.00987 0.61448 -1.13283 -0.031
C 0.53851 1.67332 -0.53030 -0.052
C 0.10402 -0.78260 -0.15418 -0.229
C -2.31639 0.08259 -0.16160 -0.199
C -0.10423 -1.91192 0.80076 -0.056
C 0.16291 -1.12648 -1.60341 -0.066
C 0.82085 0.44694 0.34475 -0.586
C 0.39680 0.78465 1.77867 -0.047
C 2.33734 0.16694 0.32642 -0.034
H 2.59020 -0.64939 0.99876 0.081
H 0.98955 2.55800 -0.07793 0.087
H 2.87525 1.05542 0.64859 0.089
H 0.63292 -0.02039 2.46941 0.080
H -2.55139 0.83369 -2.07882 0.037
H -4.06169 0.85869 -1.02759 0.052
H 1.16439 -1.48633 -1.86675 0.094
H -0.53852 1.82302 -0.59398 0.064
H 2.67081 -0.09174 -0.67500 0.080
H -0.40413 -2.81168 0.26822 0.086
H -0.05869 -0.26659 -2.22968 0.074
H 0.90888 1.68284 2.11707 0.087
H 0.81240 -2.12698 1.35800 0.089
H -0.54241 -1.91735 -1.84183 0.086
H -0.67450 0.96892 1.81105 0.078
H 0.94492 1.56199 -1.53413 0.080
H -0.87323 -1.67501 1.53852 0.082


[3]
66
Properties=species:S:1:pos:R:3:lowdin_charge:R:1 method="wB97M-V/def2-TZVPD" e_above_lowest_ev=0.172 homo_lumo_gap_ha=0.33520 e_homo_ev=-8.5396
O -1.96268 1.46839 1.35793 0.086
N -3.01838 1.66422 -0.63433 0.145
N -5.70648 -0.50029 0.22213 0.080
N -4.43080 -0.24713 -0.05687 -0.054
N -0.93439 -2.61923 0.20300 -0.177
C 1.40055 3.47211 0.22452 -0.175
C -5.46987 1.69310 -0.12939 -0.008
C 2.47119 -4.20777 -0.35644 -0.067
C -4.23995 1.07870 -0.26887 -0.242
C -3.51930 -1.37112 -0.05423 -0.256
C -1.91348 -2.75787 1.26392 -0.184
C 0.54612 2.19329 0.16764 -0.136
C 1.43082 -3.09074 -0.34918 -0.368
C 5.22982 0.72585 -1.00225 -0.058
C 4.84138 2.07191 1.12185 -0.075
C -2.82956 -1.53838 1.30081 -0.108
C -6.34590 0.65097 0.18240 -0.153
C -2.46192 -1.30190 -1.15181 -0.111
C 0.53482 4.57911 -0.38639 -0.188
C 2.98985 -1.06508 -0.24240 -0.202
C -0.89309 4.10745 -0.13365 -0.148
C 0.11706 -3.61939 0.24591 -0.182
C -1.96492 1.85838 0.21326 -0.453
C 1.89672 -1.87211 0.45292 -0.182
C 4.42855 0.92169 0.25404 -0.362
C -1.59666 -2.55695 -1.08351 -0.184
C 3.42576 0.11367 0.57689 -0.101
C -0.80888 2.60263 -0.42703 -0.238
H 4.58048 0.73199 -1.87747 0.080
H 2.62570 -0.72253 -1.21791 0.119
H 1.25098 -2.77758 -1.38294 0.128
H 2.33625 3.34997 -0.31782 0.096
H 0.71148 4.64821 -1.46155 0.111
H -2.22330 -3.45271 -1.26068 0.129
H -3.01202 2.15090 -1.51914 0.153
H 1.02002 1.41558 -0.42831 0.103
H -1.38336 -2.83480 2.21546 0.122
H 3.39874 -3.87302 -0.81295 0.069
H 4.80375 3.00641 0.56223 0.073
H -2.52368 -3.67238 1.13396 0.128
H -2.24513 -0.64671 1.52558 0.096
H -7.39934 0.69448 0.37376 0.096
H -1.81426 -0.44167 -0.99125 0.104
H 3.85777 -1.70145 -0.43918 0.107
H 2.10744 -5.06474 -0.91992 0.076
H 2.68521 -4.53244 0.65974 0.083
H 0.37992 1.79535 1.16864 0.112
H -1.62788 4.61886 -0.75570 0.114
H 5.86752 1.93306 1.46312 0.080
H -3.58162 -1.66450 2.08067 0.123
H 1.64464 3.71613 1.25770 0.110
H -0.18291 -4.54400 -0.27727 0.127
H 2.87105 0.28796 1.48754 0.109
H -2.93220 -1.21962 -2.13390 0.124
H 1.02847 -1.23212 0.62080 0.106
H -4.16563 -2.24087 -0.22840 0.151
H 0.30107 -3.87772 1.29153 0.125
H 0.73408 5.55460 0.05456 0.107
H 2.26182 -2.20593 1.42675 0.124
H -5.68756 2.73601 -0.23527 0.095
H -0.83885 -2.51659 -1.86792 0.117
H -0.81733 2.44271 -1.50990 0.146
H 4.19400 2.15882 1.99017 0.073
H 5.74163 -0.23656 -0.98404 0.082
H -1.15749 4.25406 0.91470 0.129
H 5.97418 1.50934 -1.11624 0.072


[4]
67
Properties=species:S:1:pos:R:3:lowdin_charge:R:1 method="wB97M-V/def2-TZVPD" total_charge=+3 homo_lumo_gap_ha=0.30301 e_homo_ev=-17.2524
P 1.14035 0.25965 0.15793 1.200
Al -1.39103 -0.08960 0.06244 0.375
O -1.78750 -0.11169 -1.85539 -0.161
O -2.24576 -0.21388 1.86619 -0.160
O -2.57676 1.40287 -0.00515 -0.181
O -2.13147 -1.84185 -0.07734 -0.165
C 1.50399 -1.97203 1.79068 -0.077
C -2.20538 -1.42387 -2.41106 -0.027
C 2.02721 -0.74426 -1.04149 -0.367
C -2.95856 0.99911 2.33211 -0.024
C -2.39901 1.14538 -2.36318 -0.035
C 1.47782 0.22269 3.02916 -0.078
C -2.55601 -2.51093 1.12712 -0.058
C 1.64454 2.10149 -0.13351 -0.653
C 3.72227 -1.20895 -2.76274 -0.027
C 2.97948 2.54822 0.43127 -0.065
C 3.46793 -0.48109 1.83276 -0.053
C 3.24411 -0.43903 -1.71505 -0.067
C 1.96518 -2.80852 -2.38365 -0.038
C -2.90332 -2.16461 -1.29998 -0.028
C -2.97971 -1.45628 2.11171 -0.051
C 0.57617 2.97592 0.50691 -0.095
C 1.70776 2.39009 -1.64180 -0.069
C 1.93729 -0.48939 1.74067 -0.640
C 1.43825 -1.95445 -1.40105 -0.143
C -3.31592 1.65674 -1.27540 -0.035
C -3.36970 1.87363 1.12005 -0.040
C 3.11323 -2.43163 -3.11193 -0.003
H 1.42144 -3.72035 -2.62944 0.118
H 1.78011 -0.35891 3.91484 0.111
H -3.91669 -1.78960 -1.06017 0.162
H -2.82513 -1.77467 3.13699 0.165
H 2.17747 -2.59923 1.19782 0.102
H 3.94861 -0.74479 0.90403 0.077
H -2.29050 1.53568 3.04392 0.163
H -3.82460 0.65135 2.92455 0.155
H -2.98200 -3.25787 -1.42882 0.174
H 3.86648 0.39234 -1.33457 0.111
H -1.23457 -1.86775 -2.71216 0.151
H 0.39580 0.35197 3.04789 0.060
H -3.36665 -3.21018 0.85198 0.171
H -4.04420 -1.16774 2.01480 0.158
H 1.50690 -2.31716 2.84449 0.116
H -0.41269 2.71131 0.16956 0.040
H 4.59894 -0.85791 -3.29233 0.127
H 0.71764 4.01704 0.23096 0.108
H 1.35575 3.41125 -1.77962 0.099
H -3.50576 2.75744 -1.33241 0.181
H 1.90777 1.22973 3.11881 0.084
H -1.71638 -3.09511 1.46985 0.147
H 0.50393 -2.10472 1.38874 0.032
H 3.84093 0.51364 2.17589 0.095
H -4.28109 1.11648 -1.18287 0.160
H 0.48672 -2.26089 -0.95715 0.078
H 3.03846 2.54672 1.51560 0.081
H -4.42874 1.77406 0.85226 0.152
H -2.94511 1.07452 -3.32067 0.171
H 3.12838 3.60108 0.07773 0.132
H -3.10004 2.92453 1.28075 0.163
H 2.72324 2.34903 -2.00171 0.086
H 3.53955 -3.01388 -3.90497 0.120
H -1.56499 1.83434 -2.56005 0.150
H 3.81493 1.96054 0.02952 0.084
H 1.08188 1.73039 -2.26927 0.083
H 0.59350 2.86886 1.61706 0.104
H 3.71581 -1.16604 2.65662 0.116
H -2.83060 -1.27929 -3.32874 0.178